{"formula": "C22H43N2P3SeSm", "method": "ωB97M-V/def2-TZVPD", "elements": ["Sm", "P", "P", "P", "H", "C", "C", "H", "C", "C", "C", "C", "C", "C", "C", "C", "C", "H", "H", "H", "H", "H", "H", "H", "H", "H", "H", "H", "H", "H", "H", "H", "H", "H", "H", "H", "H", "H", "H", "H", "H", "H", "H", "H", "H", "H", "C", "C", "C", "C", "C", "C", "Se", "H", "H", "H", "H", "H", "H", "N", "C", "C", "C", "N", "C", "C", "H", "H", "H", "H", "H", "H"], "xyz": [[-1.11310, -0.13941, -0.45806], [-1.34587, -2.48368, 1.15853], [1.72073, -0.65282, 2.10964], [1.57684, -1.77690, -1.22554], [-3.00304, 2.64009, -4.15591], [-3.10513, 1.54990, -4.35507], [-2.80583, 0.58660, -3.44186], [-2.40876, 0.86732, -2.49120], [-2.85564, -2.36432, 2.19543], [-0.46826, -3.79478, 2.08183], [-2.01272, -3.44621, -0.26839], [3.08772, 0.56329, 2.26975], [1.09427, -0.48197, 3.83556], [2.75084, -2.15620, 2.36662], [1.34987, -1.89321, -3.05204], [1.89453, -3.56100, -0.91990], [3.33923, -1.19812, -1.24103], [-3.54206, 1.29190, -5.35559], [-3.05038, -0.42940, -3.64097], [-3.53523, -1.61911, 1.75410], [-2.54282, -2.06637, 3.20547], [-3.32945, -3.35612, 2.20935], [-0.08384, -3.37727, 3.02119], [0.32954, -4.21038, 1.45449], [-1.21241, -4.56957, 2.30541], [-2.41269, -2.78835, -1.05516], [-2.80668, -4.06075, 0.15315], [-1.21733, -4.08423, -0.65790], [3.70882, 0.34546, 3.14297], [2.66839, 1.56900, 2.37285], [3.70371, 0.51840, 1.36924], [1.90920, -0.44071, 4.55775], [0.44164, -1.32649, 4.05859], [0.51946, 0.44066, 3.88751], [3.35282, -2.08242, 3.27693], [3.42505, -2.29747, 1.51884], [2.08802, -3.01585, 2.45649], [2.32381, -2.16704, -3.46067], [1.02710, -0.92509, -3.45233], [0.59253, -2.63181, -3.29720], [2.48475, -3.97551, -1.75033], [0.94385, -4.09803, -0.86576], [2.44898, -3.71374, 0.01053], [3.84135, -1.63793, -2.11179], [3.89797, -1.49502, -0.35268], [3.35545, -0.10970, -1.33631], [1.22851, 2.69106, -2.50603], [-0.09799, 2.93246, -2.91512], [-0.29193, 3.15766, -4.26183], [0.78542, 3.28640, -5.10842], [2.10636, 3.14463, -4.65804], [2.32274, 2.81390, -3.30082], [1.25942, 1.61731, -0.84079], [0.19089, 1.08718, -1.96889], [-0.93941, 2.89367, -2.19944], [-1.32751, 3.17735, -4.65168], [0.60884, 3.49540, -6.19106], [2.89265, 3.28274, -5.34662], [3.32207, 2.66847, -2.91014], [-3.05565, 4.32869, 4.24201], [-2.51943, 3.41329, 3.46324], [-2.39369, 2.05744, 3.83018], [-1.87735, 1.11590, 2.93170], [-1.45707, 1.41074, 1.65459], [-1.48298, 2.75212, 1.34243], [-2.02420, 3.76314, 2.16863], [-3.42695, 4.06767, 5.17033], [-3.17015, 5.29334, 3.96967], [-2.73422, 1.74289, 4.81493], [-1.82818, 0.08586, 3.23152], [-1.04724, 2.99502, 0.37800], [-2.06823, 4.78004, 1.83513]], "forces_ev_per_angstrom": [[1.448, 0.001, 2.180], [-0.672, -0.730, 0.200], [0.717, 0.253, 1.163], [0.429, -0.681, -0.866], [-0.113, -1.132, -0.030], [-0.219, -0.608, 0.589], [-0.847, 1.596, -2.298], [0.265, 0.468, 0.967], [0.254, 0.381, -0.275], [0.275, 0.371, -0.226], [0.350, 0.340, 0.399], [-0.290, 0.320, -0.593], [-0.452, -0.020, -0.556], [-0.293, -0.199, -0.385], [-0.255, 0.595, 0.371], [-0.252, -0.080, 0.260], [-0.279, 0.465, 0.154], [0.458, 0.124, 1.165], [0.067, -0.749, -0.052], [-0.047, -0.242, 0.420], [-0.365, -0.053, -0.221], [0.026, 0.374, 0.134], [0.020, -0.274, -0.266], [-0.086, 0.054, 0.386], [0.186, 0.124, -0.058], [-0.110, -0.349, -0.090], [-0.157, -0.092, -0.415], [-0.206, 0.106, -0.230], [-0.137, -0.047, -0.114], [0.167, -0.030, -0.034], [0.108, 0.164, 0.081], [0.017, -0.087, -0.079], [-0.068, 0.049, 0.226], [-0.047, 0.024, 0.208], [-0.142, 0.144, -0.096], [-0.061, -0.121, 0.164], [0.240, -0.160, -0.027], [-0.290, -0.042, -0.286], [0.194, -0.105, -0.177], [-0.023, -0.172, -0.102], [-0.165, 0.184, 0.229], [0.204, -0.103, -0.037], [-0.150, 0.007, -0.123], [-0.210, 0.030, 0.207], [-0.189, 0.081, 0.003], [0.233, -0.220, -0.004], [-1.396, 0.458, 0.765], [0.407, -0.085, -0.085], [-1.363, 0.207, 0.037], [1.070, 0.100, -1.579], [-1.820, 0.104, 1.099], [0.602, 0.156, -0.977], [-1.025, -0.118, -1.561], [1.445, -0.247, 1.522], [0.514, 0.027, -0.485], [1.130, 0.401, 0.166], [0.182, -0.223, 1.077], [0.930, 0.085, -0.469], [-0.009, -0.143, -0.109], [-0.789, -0.014, 1.712], [0.567, -0.057, -1.435], [0.459, -1.134, -0.635], [-0.629, 1.387, -0.066], [-0.199, 0.277, 0.008], [-1.001, 0.565, 1.176], [0.766, -2.171, -0.684], [0.380, 0.359, -0.944], [0.088, -0.119, -0.066], [0.159, -0.097, -0.218], [0.030, -0.243, 0.031], [-0.167, 0.252, 0.066], [0.138, 0.315, -0.210]], "relative_energy_kj_mol": 270.3, "total_charge": 3, "multiplicity": 6, "gap_ev": [4.959, 6.456], "lumo_ev": [-11.54, -10.09], "homo_ev": [-16.5, -16.5]}

=====

{"formula": "C22H43N2P3SeTl", "method": "ωB97M-V/def2-TZVPD", "elements": ["Tl", "P", "P", "P", "H", "C", "C", "H", "C", "C", "C", "C", "C", "C", "C", "C", "C", "H", "H", "H", "H", "H", "H", "H", "H", "H", "H", "H", "H", "H", "H", "H", "H", "H", "H", "H", "H", "H", "H", "H", "H", "H", "H", "H", "H", "H", "C", "C", "C", "C", "C", "C", "Se", "H", "H", "H", "H", "H", "H", "N", "C", "C", "C", "C", "C", "N", "H", "H", "H", "H", "H", "H"], "xyz": [[0.81053, -0.21612, -0.06274], [-1.80167, -0.86500, 2.54326], [1.35654, -3.09602, -0.21410], [-2.12293, -1.04229, -0.93055], [-0.22642, 3.66949, -0.70954], [-1.31195, 3.66959, -0.86213], [-2.16426, 3.80401, 0.16569], [-1.84561, 3.98507, 1.19635], [-1.32868, -0.23673, 4.20641], [-2.25547, -2.57890, 3.04205], [-3.49103, -0.13384, 2.52434], [2.41630, -3.46108, -1.67737], [2.49170, -3.71272, 1.07583], [0.19540, -4.52225, -0.33896], [-3.33977, 0.31348, -1.18053], [-3.27501, -2.44436, -0.63837], [-1.74577, -1.38640, -2.69151], [-1.66773, 3.48271, -1.88296], [-3.24592, 3.80529, 0.01337], [-1.08362, 0.83135, 4.11873], [-0.44606, -0.76268, 4.59421], [-2.17027, -0.37135, 4.90315], [-1.34466, -3.11856, 3.33961], [-2.71295, -3.10699, 2.19324], [-2.95565, -2.55088, 3.88937], [-3.40037, 0.95465, 2.40173], [-3.98250, -0.34946, 3.48382], [-4.09364, -0.53427, 1.69748], [2.90618, -4.43629, -1.52010], [3.17456, -2.67386, -1.77444], [1.80432, -3.47664, -2.58811], [3.19959, -4.43993, 0.64780], [1.91391, -4.19797, 1.87354], [3.03745, -2.86049, 1.50194], [0.75112, -5.45310, -0.54741], [-0.52956, -4.33195, -1.14583], [-0.34398, -4.61387, 0.61667], [-3.86808, 0.14254, -2.12749], [-2.82095, 1.27913, -1.21626], [-4.05383, 0.32776, -0.35000], [-3.93180, -2.55046, -1.51310], [-3.88320, -2.27397, 0.25840], [-2.69438, -3.36702, -0.50737], [-2.69575, -1.42870, -3.24493], [-1.22277, -2.34998, -2.77111], [-1.09771, -0.59914, -3.10806], [1.52675, 2.21290, -4.11389], [0.99532, 3.41980, -3.65260], [1.15868, 4.59579, -4.39387], [1.78270, 4.55888, -5.64039], [2.26877, 3.34464, -6.12453], [2.14188, 2.17518, -5.37932], [1.39049, 0.59185, -3.03881], [1.96768, 1.28518, -1.78581], [0.45255, 3.44297, -2.70478], [0.80764, 5.55331, -4.00552], [1.89376, 5.47502, -6.23241], [2.76896, 3.31107, -7.08667], [2.50737, 1.22706, -5.76579], [2.05047, -0.98794, 3.60642], [2.31364, 0.33475, 3.40311], [3.28637, 1.03062, 4.16597], [3.52556, 2.36955, 3.86749], [2.79786, 2.97528, 2.83311], [1.85220, 2.21875, 2.13754], [1.61509, 0.92793, 2.41712], [1.28892, -1.44694, 3.11059], [2.44273, -1.41726, 4.43198], [3.80862, 0.48200, 4.94750], [4.25228, 2.94646, 4.44039], [2.94112, 4.01940, 2.57039], [1.25892, 2.63193, 1.30881]], "forces_ev_per_angstrom": [[-0.503, -0.056, 0.050], [-1.366, -0.539, 0.857], [0.449, -1.541, -0.604], [-2.592, -0.174, -1.590], [-0.385, 0.179, -0.058], [-0.443, -0.468, 0.676], [0.256, 0.050, -0.461], [0.064, -0.039, -0.384], [0.678, 0.428, -0.184], [0.414, -0.201, -0.465], [0.150, 0.366, -0.514], [-0.133, 0.514, -0.040], [0.021, 0.241, 0.514], [-0.297, 0.328, 0.163], [0.512, 0.563, 0.797], [0.576, -0.307, 0.898], [1.343, -0.047, -0.046], [0.150, 0.261, 0.404], [0.306, -0.010, -0.038], [-0.107, -0.237, 0.214], [-0.293, 0.117, 0.007], [0.292, 0.014, -0.264], [-0.317, -0.005, -0.042], [0.099, 0.048, 0.353], [0.193, 0.010, -0.261], [-0.178, -0.247, 0.019], [0.116, 0.016, -0.320], [0.114, 0.129, 0.340], [-0.246, 0.390, -0.178], [-0.046, -0.268, -0.125], [0.243, -0.024, 0.143], [-0.254, 0.291, 0.270], [0.190, 0.091, -0.099], [0.149, -0.350, -0.029], [-0.233, 0.405, 0.087], [0.226, -0.230, 0.236], [0.073, -0.123, -0.353], [0.196, -0.109, 0.234], [-0.214, -0.127, -0.047], [0.142, 0.078, -0.213], [0.235, 0.190, 0.149], [0.128, -0.092, -0.251], [-0.284, 0.110, -0.043], [0.211, -0.008, 0.345], [-0.144, 0.236, -0.126], [-0.354, -0.322, 0.099], [-0.086, 0.624, -0.933], [-0.005, 0.010, 0.297], [0.007, -0.145, -0.053], [0.085, -0.066, 0.093], [-0.094, 0.065, 0.058], [-0.145, -0.373, 0.648], [0.732, 1.282, 0.537], [-0.248, -0.537, -1.210], [0.328, 0.066, -0.370], [-0.046, -0.374, -0.050], [-0.026, -0.440, 0.300], [-0.111, -0.060, 0.082], [0.091, 0.225, 0.011], [0.367, 2.029, 0.170], [-0.619, -1.385, -0.265], [0.490, 0.485, 0.291], [-0.065, -0.295, 0.209], [0.666, 0.365, 0.732], [-0.974, -2.112, -0.219], [-0.111, 1.377, -0.789], [0.251, 0.172, 0.067], [0.081, -0.399, -0.029], [0.068, 0.340, -0.048], [-0.152, -0.214, -0.174], [0.075, -0.125, 0.092], [0.307, -0.045, 0.432]], "total_charge": 3, "multiplicity": 1, "gap_ev": [2.893, 3.268], "lumo_ev": [-12.53, -12.14], "homo_ev": [-15.4, -15.4]}

=====

{"formula": "C22H43O8S5", "method": "ωB97M-V/def2-TZVPD", "elements": ["C", "C", "C", "C", "C", "S", "C", "H", "H", "H", "H", "H", "H", "H", "H", "H", "H", "H", "C", "C", "C", "S", "O", "O", "C", "H", "H", "H", "H", "H", "H", "H", "H", "C", "C", "C", "S", "O", "O", "C", "H", "H", "H", "H", "H", "H", "H", "H", "C", "C", "C", "S", "O", "O", "C", "H", "H", "H", "H", "H", "H", "H", "H", "C", "C", "C", "S", "O", "O", "C", "H", "H", "H", "H", "H", "H", "H", "H"], "xyz": [[1.42884, -4.91373, 0.10649], [1.79458, -3.88491, -0.45512], [2.01729, -2.47196, -1.13378], [0.55421, -1.87558, -1.47032], [-0.10535, -1.52416, -0.07453], [-1.88363, -1.96485, 0.11878], [-2.47310, -3.18004, -1.12957], [0.81397, -5.74541, 0.54880], [2.63930, -2.62142, -2.06332], [2.57033, -1.78973, -0.41510], [0.03730, -2.67665, -2.06970], [0.74628, -0.97074, -2.13592], [-0.03867, -0.38952, 0.03874], [0.45937, -1.94850, 0.82870], [-2.59280, -0.77987, -0.14735], [-3.57130, -3.42619, -0.98950], [-2.32294, -2.73078, -2.16634], [-1.88163, -4.13880, -0.99482], [-5.00661, 0.47195, -3.94836], [-5.69549, -0.81758, -3.49527], [-5.42325, -0.98168, -1.99817], [-5.20187, 0.67165, -1.34530], [-3.82865, 0.80792, -0.89007], [-6.32393, 1.00494, -0.50801], [-5.36868, 1.52237, -2.90461], [-5.32576, 0.77183, -4.94586], [-3.92394, 0.32388, -3.97095], [-6.77259, -0.73473, -3.66630], [-5.34084, -1.68345, -4.05721], [-6.25721, -1.46231, -1.48674], [-4.50507, -1.54115, -1.81865], [-4.71323, 2.39238, -2.92492], [-6.41008, 1.83356, -3.00408], [-1.08441, 3.67084, -5.86289], [-2.24836, 4.03141, -6.78979], [-2.53528, 2.80758, -7.66413], [-2.02986, 1.37974, -6.70879], [-0.91408, 0.75339, -7.37174], [-3.20266, 0.63445, -6.30634], [-1.41362, 2.29278, -5.30243], [-0.95689, 4.40675, -5.06745], [-0.15432, 3.62893, -6.43734], [-3.13144, 4.27036, -6.18924], [-2.02179, 4.90670, -7.40060], [-3.59469, 2.72372, -7.90481], [-1.94616, 2.82446, -8.58164], [-0.54913, 1.78304, -4.87873], [-2.21636, 2.34992, -4.56390], [2.58252, -3.89144, 4.81336], [2.87064, -2.67403, 5.69422], [3.30309, -1.53084, 4.77170], [2.51171, -1.83468, 3.19557], [3.53346, -2.11432, 2.21261], [1.47928, -0.83956, 2.97260], [1.73499, -3.37522, 3.65775], [2.06845, -4.67960, 5.36593], [3.52271, -4.30234, 4.43354], [1.96035, -2.38995, 6.23141], [3.63749, -2.88806, 6.44040], [2.98524, -0.56594, 5.15341], [4.37819, -1.53096, 4.61362], [1.71445, -4.05246, 2.80394], [0.71741, -3.15037, 3.98487], [4.60710, 3.52804, 4.62530], [3.89572, 3.74729, 5.96324], [3.90193, 2.41128, 6.71070], [5.34948, 1.52430, 6.13810], [4.91351, 0.34649, 5.41602], [6.31804, 1.45544, 7.20294], [5.87645, 2.75153, 4.95385], [4.83289, 4.47205, 4.12703], [3.96875, 2.93828, 3.95996], [4.43873, 4.49741, 6.54553], [2.87776, 4.11542, 5.82391], [3.96928, 2.55278, 7.78892], [3.02193, 1.81352, 6.46870], [6.31914, 2.26414, 4.08616], [6.61348, 3.39098, 5.44295]], "forces_ev_per_angstrom": [[-0.874, 1.039, -0.592], [-0.513, 0.441, 0.206], [-0.377, -1.525, 0.703], [1.717, -0.560, 0.050], [1.144, 1.147, -0.695], [-0.673, 0.233, 0.812], [0.161, -0.105, -1.348], [1.517, 1.192, -0.702], [-0.775, 0.279, 0.984], [-0.592, -0.913, -0.814], [0.282, 0.973, 0.722], [-0.696, -1.035, 1.018], [-0.476, -1.499, 0.095], [-1.091, 0.283, -1.386], [0.502, -0.801, -0.406], [1.383, 0.602, 0.253], [-0.150, -0.831, 1.339], [-0.535, 1.341, -0.116], [0.022, -0.096, 0.114], [-0.104, 0.008, -0.200], [-0.121, -0.499, -0.175], [-0.878, 0.273, -0.387], [0.252, -0.297, 0.352], [0.545, -0.043, 0.275], [0.139, 0.103, -0.420], [0.134, -0.031, 0.085], [-0.097, 0.059, -0.105], [0.078, -0.026, 0.050], [-0.046, 0.064, 0.038], [0.135, 0.126, 0.162], [-0.034, 0.131, 0.009], [-0.058, -0.017, 0.188], [0.059, -0.010, 0.167], [0.089, 0.105, -0.083], [-0.055, 0.143, 0.090], [-0.193, 0.446, -0.244], [-0.019, 0.173, -0.085], [-0.249, -0.190, 0.160], [0.323, -0.207, -0.181], [0.192, 0.257, 0.312], [0.014, -0.062, -0.052], [-0.037, -0.026, 0.082], [0.059, -0.013, -0.036], [-0.044, -0.080, 0.038], [0.118, -0.186, -0.036], [-0.005, -0.155, 0.093], [-0.098, -0.129, -0.097], [0.015, -0.048, -0.056], [0.140, -0.078, 0.084], [-0.138, -0.046, 0.091], [-0.266, -0.421, 0.234], [0.202, -0.244, 0.832], [-0.372, 0.292, -0.352], [0.051, -0.029, -0.623], [-0.195, -0.464, 0.019], [0.033, 0.032, -0.073], [-0.091, -0.005, -0.019], [0.050, -0.037, -0.031], [-0.044, 0.072, -0.072], [0.044, -0.099, -0.293], [-0.208, -0.005, -0.172], [0.024, 0.178, -0.088], [0.060, 0.059, -0.030], [-0.128, -0.003, -0.062], [-0.008, 0.199, -0.017], [-0.454, 0.256, 0.146], [0.423, 0.460, 0.174], [0.656, 0.622, 0.491], [-0.173, -0.405, -0.176], [0.000, 0.285, -0.390], [-0.006, -0.081, 0.020], [0.071, 0.030, 0.002], [-0.031, -0.067, -0.039], [0.075, -0.034, 0.045], [0.071, -0.216, -0.071], [0.117, -0.045, 0.004], [0.032, -0.115, 0.155], [-0.023, -0.126, 0.036]], "total_charge": 1, "multiplicity": 1, "gap_ev": 9.501, "lumo_ev": -2.62, "homo_ev": -12.1}

=====

no.,calculated total energy (eV)
1,-137580.9306
2,-124369.0848
3,-94056.5625